{
  "formula": "C21H36ClFIN3O3",
  "method": "the ωB97M-V functional and the def2-TZVPD basis",
  "de_lowest_kj_mol": 50.5,
  "e_lumo_ev": 0.549,
  "symbols": ["C", "O", "C", "C", "O", "C", "F", "C", "C", "O", "Cl", "C", "C", "C", "I", "H", "H", "H", "H", "H", "H", "H", "H", "H", "H", "H", "H", "H", "H", "H", "C", "C", "C", "C", "N", "H", "H", "H", "H", "H", "H", "H", "C", "C", "C", "C", "N", "H", "H", "H", "H", "H", "H", "H", "C", "C", "C", "C", "N", "H", "H", "H", "H", "H", "H", "H"],
  "coordinates": [[-5.00215, -0.80753, 4.29684], [-5.58334, -0.92656, 3.00603], [-5.81933, 0.29302, 2.38258], [-4.60595, 1.23729, 2.30373], [-3.35321, 0.60731, 2.06153], [-2.79582, 0.83783, 0.84348], [-2.68914, 2.19525, 0.59054], [-1.33391, 0.37100, 0.82243], [-0.98082, -0.73892, 1.75990], [-1.10244, -0.76111, 2.88484], [-0.16426, -2.15714, 0.95185], [-3.60085, 0.29673, -0.35978], [-3.33399, -1.12410, -0.82500], [-4.19214, -1.36144, -2.10311], [-3.92181, -2.64340, 0.57860], [-5.34356, -1.66009, 4.86613], [-5.26519, 0.11769, 4.79822], [-3.92672, -0.92593, 4.20063], [-6.57662, 0.85308, 2.94575], [-6.25168, 0.14807, 1.40386], [-4.52772, 1.70496, 3.27498], [-4.85046, 2.03519, 1.60828], [-0.99897, 0.19582, -0.17956], [-0.76688, 1.22928, 1.15846], [-3.30758, 0.93830, -1.18526], [-4.66775, 0.42937, -0.23439], [-2.31555, -1.29825, -1.12547], [-4.34565, -0.44960, -2.66369], [-3.68625, -2.11939, -2.68168], [-5.11898, -1.82139, -1.80145], [3.86156, 0.56533, 0.45358], [4.02868, 2.06475, 0.66228], [2.75532, 2.73559, 1.19053], [1.65207, 2.66494, 0.23450], [0.78332, 2.59657, -0.51413], [3.10554, 0.34909, -0.30408], [4.80094, 0.12799, 0.12098], [3.56645, 0.06981, 1.38177], [4.33629, 2.53063, -0.27467], [4.83104, 2.23592, 1.37754], [2.95935, 3.78577, 1.40791], [2.44941, 2.27216, 2.13091], [-2.19564, -4.27076, -7.60646], [-2.12373, -2.97657, -6.80375], [-2.17899, -3.20729, -5.29079], [-3.45536, -3.77753, -4.86324], [-4.45874, -4.22930, -4.53468], [-3.14312, -4.78723, -7.44574], [-2.10949, -4.06041, -8.67259], [-1.38547, -4.94843, -7.33049], [-2.93611, -2.31400, -7.10801], [-1.18958, -2.46322, -7.03942], [-2.03132, -2.25741, -4.77243], [-1.36595, -3.86629, -4.98091], [7.89590, 3.27668, 3.73937], [8.51152, 1.88684, 3.61951], [9.00797, 1.57242, 2.20497], [7.91627, 1.52440, 1.23459], [7.05790, 1.49298, 0.47212], [7.00773, 3.37502, 3.11257], [7.59738, 3.47119, 4.76942], [8.60933, 4.04835, 3.44434], [7.78195, 1.13736, 3.93193], [9.35721, 1.81213, 4.30532], [9.51718, 0.60712, 2.20381], [9.74075, 2.31698, 1.88902]],
  "nbo_charge": [-0.264, -0.529, -0.076, -0.112, -0.523, 0.656, -0.375, -0.585, 0.628, -0.462, -0.159, -0.499, -0.295, -0.630, 0.095, 0.191, 0.165, 0.194, 0.160, 0.185, 0.188, 0.198, 0.249, 0.280, 0.232, 0.221, 0.214, 0.207, 0.216, 0.226, -0.616, -0.375, -0.517, 0.306, -0.359, 0.210, 0.233, 0.199, 0.215, 0.214, 0.248, 0.242, -0.612, -0.377, -0.514, 0.285, -0.328, 0.217, 0.216, 0.203, 0.209, 0.208, 0.248, 0.246, -0.612, -0.378, -0.513, 0.306, -0.354, 0.211, 0.219, 0.205, 0.210, 0.211, 0.252, 0.246]
}

***

{
  "formula": "C6H11FO3Si",
  "method": "the ωB97M-V functional and the def2-TZVPD basis",
  "e_lumo_ev": [-0.655, 0.606],
  "symbols": ["C", "C", "C", "C", "C", "C", "O", "O", "O", "F", "Si", "H", "H", "H", "H", "H", "H", "H", "H", "H", "H", "H"],
  "coordinates": [[3.81551, -0.08790, 1.02050], [2.93551, 0.48472, 1.63171], [-2.42080, 0.34797, 1.09825], [1.28506, 1.92362, -1.34656], [-2.24276, -1.13024, 1.39994], [0.39383, 0.79659, -1.86264], [-0.50716, -2.55825, -1.88766], [-1.67856, -1.73238, 0.17552], [-0.12439, 0.13818, -0.93712], [4.60362, -0.59592, 0.19348], [-0.26057, -1.61197, -0.54138], [-2.77428, 0.74770, 1.99366], [-1.42027, 0.77214, 0.75072], [-3.22519, 0.34172, 0.35039], [1.70961, 2.38490, -2.22520], [0.59257, 2.69894, -0.90474], [1.90470, 1.67990, -0.47147], [-3.21394, -1.48555, 1.52257], [-1.48469, -1.12940, 2.15671], [2.37287, 0.83883, 2.42223], [0.48394, 0.63482, -2.91022], [-0.74460, -3.45844, -1.62869]],
  "nbo_charge": [0.439, -0.428, -0.624, -0.715, -0.051, 0.298, -1.118, -0.960, -0.722, -0.247, 1.552, 0.201, 0.223, 0.208, 0.214, 0.223, 0.249, 0.189, 0.179, 0.235, 0.156, 0.499]
}

***

{
  "formula": "C5H12NO",
  "method": "the ωB97M-V functional and the def2-TZVPD basis",
  "de_lowest_kj_mol": 202.4,
  "e_lumo_ev": -3.010,
  "total_charge": 1,
  "symbols": ["C", "N", "C", "C", "C", "C", "O", "H", "H", "H", "H", "H", "H", "H", "H", "H", "H", "H", "H"],
  "coordinates": [[2.32130, -0.49454, 0.41841], [1.37667, 0.46792, -0.34970], [0.10981, -0.09286, -0.73253], [-0.88069, -0.19613, 0.44012], [-1.90386, -1.31567, 0.19707], [-0.93262, 0.97834, -0.47071], [-0.37140, 2.09289, 0.12610], [2.17876, -0.09374, 1.41745], [2.04736, -1.51152, 0.25851], [3.35325, -0.25077, 0.06692], [1.71633, 0.91914, -1.25358], [0.98250, 1.27990, 0.20717], [-0.10755, -0.74330, -1.47552], [-0.52378, 0.08706, 1.46639], [-1.36716, -2.16895, -0.28051], [-2.60009, -0.94685, -0.52925], [-2.51243, -1.69715, 1.09613], [-1.74346, 1.11799, -1.10649], [-1.14293, 2.56822, 0.50402]],
  "nbo_charge": [-0.394, -0.530, -0.106, -0.247, -0.626, 0.067, -0.719, 0.231, 0.240, 0.242, 0.444, 0.474, 0.245, 0.242, 0.218, 0.219, 0.258, 0.214, 0.527]
}

***

{
  "formula": "C6H16",
  "method": "the ωB97M-V functional and the def2-TZVPD basis",
  "de_lowest_kj_mol": 40.2,
  "e_lumo_ev": [-2.701, -10.110],
  "total_charge": 1,
  "s2": 0.753,
  "spin_multiplicity": 2,
  "symbols": ["C", "C", "C", "H", "H", "H", "H", "H", "H", "H", "H", "C", "C", "C", "H", "H", "H", "H", "H", "H", "H", "H"],
  "coordinates": [[-0.15404, -1.67958, 0.89853], [-1.13423, -1.11886, 1.93631], [1.20350, -1.01762, 0.99134], [-0.56224, -1.55393, -0.10331], [-0.09913, -2.74180, 1.17708], [-1.87546, -0.42781, 1.52681], [-1.73073, -1.91385, 2.37382], [1.00545, 0.07943, 0.82885], [1.92556, -1.39204, 0.28145], [-0.66517, -0.64282, 2.79457], [1.54505, -0.98969, 2.02677], [0.53648, 1.26221, -1.21950], [-0.12012, 0.49819, -2.31216], [-0.34966, 2.02807, -0.33734], [1.38323, 1.85311, -1.68465], [1.33401, 0.61002, -0.67413], [-0.48901, -0.49265, -1.98096], [-1.01656, 1.03383, -2.64749], [-0.99613, 1.38601, 0.26003], [0.51036, 0.28401, -3.17254], [-1.08945, 2.63663, -0.84339], [0.09570, 2.76484, 0.32895]],
  "mulliken_spin": [0.023, 0.005, 0.085, 0.012, 0.044, 0.001, 0.002, 0.077, -0.001, -0.001, 0.034, 0.183, 0.033, 0.022, 0.139, 0.169, 0.068, 0.028, 0.036, 0.010, 0.030, 0.002]
}

***

{
  "formula": "C30H42BrCdClN2P2",
  "method": "the ωB97M-V functional and the def2-TZVPD basis",
  "e_lumo_ev": -5.859,
  "total_charge": 2,
  "symbols": ["C", "C", "C", "C", "N", "C", "C", "C", "C", "C", "C", "C", "C", "C", "Cd", "P", "H", "H", "H", "H", "H", "H", "H", "H", "C", "C", "H", "H", "H", "H", "H", "C", "C", "H", "H", "H", "H", "H", "C", "C", "H", "H", "H", "H", "H", "Br", "P", "C", "C", "H", "H", "H", "H", "H", "C", "C", "H", "H", "H", "H", "H", "C", "C", "H", "H", "H", "H", "H", "Cl", "C", "C", "C", "C", "N", "C", "H", "H", "H", "H"],
  "coordinates": [[2.25433, 4.35112, -0.38599], [1.12980, 3.87431, -1.08572], [1.33068, 3.53298, -2.43979], [2.53948, 3.88135, -3.07328], [3.53459, 4.42064, -2.37834], [3.43101, 4.67402, -1.08055], [-0.09818, 3.66390, -0.40258], [-1.00236, 3.20489, 0.28126], [-2.17538, 2.77015, 0.89786], [-2.37833, 1.60177, 1.64214], [-3.68168, 1.17466, 1.85606], [-4.71502, 2.02104, 1.52721], [-4.49464, 3.31541, 1.03987], [-3.22185, 3.65587, 0.67292], [-0.42106, -0.80021, 0.83738], [2.02109, -0.36819, 0.09459], [0.59055, 2.98315, -2.99732], [2.22983, 4.43676, 0.68936], [2.69910, 3.67224, -4.14310], [4.29964, 5.09775, -0.54942], [-2.97361, 4.60359, 0.19784], [-1.53701, 1.11795, 2.09912], [-5.27103, 4.06161, 0.91612], [-3.97680, 0.21750, 2.29399], [2.65363, -2.07636, 0.38012], [3.84256, -2.58682, -0.42557], [1.79888, -2.75331, 0.20874], [2.87287, -2.10650, 1.45933], [3.99768, -3.63635, -0.13899], [3.66529, -2.55613, -1.50809], [4.76818, -2.03796, -0.21162], [2.27984, 0.01896, -1.69244], [3.66735, 0.40421, -2.19992], [1.59781, 0.85616, -1.91336], [1.89430, -0.85908, -2.23448], [3.61141, 0.50149, -3.29335], [4.00709, 1.37419, -1.80859], [4.43425, -0.34633, -1.97210], [3.18917, 0.76951, 0.95134], [4.66427, 0.38165, 1.05086], [2.79053, 0.89668, 1.97014], [3.07501, 1.74284, 0.44894], [5.17953, 1.14834, 1.64531], [4.81655, -0.58361, 1.55086], [5.15874, 0.33719, 0.07176], [-6.56158, 1.52365, 1.90897], [-1.78226, -1.60002, -1.09243], [-0.64014, -2.46149, -2.20812], [-1.17213, -3.75279, -2.82064], [0.29062, -2.66847, -1.64767], [-0.36163, -1.73412, -2.98722], [-0.38848, -4.20785, -3.44210], [-1.47333, -4.48160, -2.05590], [-2.04569, -3.56155, -3.45636], [-2.80825, -2.75695, -0.14366], [-4.12770, -3.12221, -0.80633], [-3.00791, -2.29817, 0.84283], [-2.18752, -3.64681, 0.04953], [-4.68058, -3.79333, -0.13645], [-4.74701, -2.23825, -1.00319], [-3.96602, -3.63686, -1.75985], [-2.76807, -0.36960, -1.95314], [-3.20415, -0.80520, -3.34902], [-2.17042, 0.55517, -2.00685], [-3.62819, -0.13784, -1.30581], [-3.78500, 0.00361, -3.80899], [-2.34833, -1.03195, -3.99837], [-3.83419, -1.70309, -3.31499], [-0.72398, 1.00742, 6.64008], [-0.40417, -0.15425, 5.43563], [-0.18962, -1.47559, 5.81429], [-0.00390, -2.37971, 4.78152], [-0.06834, -1.99270, 3.43442], [-0.34281, -0.70544, 3.10661], [-0.43056, 0.22947, 4.08898], [-0.20045, -1.77037, 6.87145], [0.16643, -3.42110, 5.00717], [0.11035, -2.73882, 2.63616], [-0.59304, 1.27377, 3.83094]],
  "mulliken_charge": [-0.342, 0.728, -0.241, -0.531, -0.523, -0.418, -0.467, -0.339, 0.287, 0.360, -0.367, -0.141, -0.496, -0.922, 1.387, 0.480, 0.532, 0.510, 0.393, 0.367, 0.503, 0.276, 0.462, 0.536, -0.708, -1.469, 0.497, 0.526, 0.434, 0.282, 0.303, 0.040, -1.458, 0.060, 0.341, 0.440, 0.209, 0.296, -0.163, -1.331, 0.586, -0.081, 0.439, 0.317, 0.232, -0.144, 0.167, -0.248, -1.410, 0.215, 0.411, 0.418, 0.314, 0.309, -0.508, -1.331, 0.330, 0.408, 0.423, 0.308, 0.283, -0.264, -1.287, 0.363, 0.449, 0.408, 0.323, 0.289, -0.153, 0.217, -0.317, -0.790, -0.071, -0.074, -0.763, 0.454, 0.424, 0.356, 0.666]
}

***

{
  "formula": "C2H5NO",
  "method": "the ωB97M-V functional and the def2-TZVPD basis",
  "de_lowest_kj_mol": 257.5,
  "e_lumo_ev": 0.737,
  "symbols": ["N", "C", "O", "H", "C", "H", "H", "H", "H"],
  "coordinates": [[-2.10302, -0.02337, 0.48003], [-1.39135, 0.86314, 0.60925], [-0.46962, 1.63495, 0.65435], [-2.71642, -0.72206, 0.81366], [1.40218, -0.37958, -0.37014], [0.60648, -0.17060, 0.61601], [2.07434, 0.38264, -0.58864], [1.95507, -1.23634, -0.85480], [0.64235, -0.34878, -1.35972]],
  "nbo_charge": [-0.728, 0.851, -0.558, 0.444, -0.895, 0.251, 0.206, 0.234, 0.194]
}